[1]
# C17H38N5O9PS2

5 unconnected molecules or ions with the total composition C17H38N5O9PS2 in a non-equilibrium geometry (ωB97M-V/def2-TZVPD, the Open Molecules 2025 dataset).

Positions of all 72 atoms, in Å:
1 S 0.20 1.26 0.26
2 S 4.56 -1.09 0.65
3 P 2.94 -1.40 1.72
4 O -0.67 0.34 1.40
5 O -2.05 -3.54 0.37
6 O -0.84 -2.39 -3.61
7 O -0.69 1.38 -0.94
8 O 5.10 -0.27 4.85
9 O -1.05 6.45 3.71
10 O -7.34 -3.37 -3.58
11 O 1.58 0.30 0.07
12 O 0.55 2.60 0.87
13 N -2.48 5.53 2.17
14 N 0.03 -0.39 -4.32
15 N -5.12 -3.85 -3.85
16 N 5.97 1.73 4.13
17 N -1.20 -3.54 2.53
18 C -2.14 6.40 3.16
19 C -0.21 0.96 -4.76
20 C -0.98 -1.24 -3.99
21 C -1.01 -3.49 1.08
22 C 0.38 -3.44 0.32
23 C 4.96 0.88 4.47
24 C 1.40 -0.87 -4.22
25 C 5.73 3.08 3.68
26 C -3.85 -4.17 -3.23
27 C -3.80 5.53 1.57
28 C 7.34 1.25 4.22
29 C -1.49 4.58 1.70
30 C -5.19 -3.76 -5.30
31 C 1.34 -0.96 0.79
32 C 0.78 -2.01 -0.28
33 C -6.25 -3.64 -3.12
34 C 0.39 -0.47 1.99
35 H 2.10 -0.08 -4.52
36 H -0.05 -1.53 -0.92
37 H -1.91 3.95 0.91
38 H 7.46 0.38 3.57
39 H -5.53 -2.75 -5.57
40 H -1.64 -2.68 2.90
41 H -1.98 -0.78 -4.09
42 H -3.70 5.73 0.50
43 H 8.04 2.04 3.92
44 H -0.62 5.12 1.32
45 H -2.96 7.08 3.45
46 H -4.21 -3.95 -5.74
47 H 0.90 0.29 2.69
48 H -3.12 -3.40 -3.50
49 H 1.53 -1.74 -4.88
50 H 3.02 -0.59 2.92
51 H -1.18 3.95 2.54
52 H -6.09 -3.74 -2.04
53 H 7.55 0.95 5.25
54 H -3.94 -4.21 -2.14
55 H 0.12 -1.33 2.67
56 H 6.14 3.21 2.68
57 H -1.28 1.18 -4.78
58 H 1.64 -2.20 -1.01
59 H 4.66 3.30 3.66
60 H 2.83 -2.80 2.08
61 H -0.31 -3.70 3.03
62 H 6.22 3.78 4.36
63 H 0.20 1.09 -5.76
64 H -5.91 -4.48 -5.67
65 H 3.96 1.34 4.36
66 H 1.23 -3.85 0.97
67 H -4.43 6.30 2.02
68 H 1.61 -1.17 -3.20
69 H -4.26 4.55 1.72
70 H -3.51 -5.14 -3.60
71 H 0.29 -4.15 -0.58
72 H 0.28 1.66 -4.07

## Properties
Orbital gap = 8.603 eV
SMILES string = NC(=O)CC[C@]1([PH2]=S)COS(=O)(=O)O1.CN(C)C=O.CN(C)C=O.CN(C)C=O.CN(C)C=O
Net charge = 0

***

[2]
# H39O19

19 unconnected molecules or ions with the total composition H39O19 in a non-equilibrium geometry (ωB97M-V/def2-TZVPD, the Open Molecules 2025 dataset).

Positions of all 58 atoms, in Å:
1 O 4.15 0.73 1.11
2 O -0.37 1.39 2.34
3 O 2.19 2.44 2.69
4 O 2.68 -2.84 0.82
5 O -2.17 -3.60 -0.98
6 O -3.91 -0.15 -2.51
7 O 2.32 -1.51 3.60
8 O 2.90 2.31 -2.93
9 O 4.68 -1.42 -0.33
10 O 0.28 0.67 -2.74
11 O -0.03 1.22 -0.28
12 O 1.31 -1.08 -4.22
13 O -2.27 -0.04 -0.51
14 O -2.81 0.61 4.36
15 O -4.28 0.00 2.21
16 O 0.14 -1.91 0.67
17 O 0.47 3.18 -2.44
18 O -2.60 2.61 -2.21
19 O -2.98 -2.09 1.05
20 H -2.38 -2.82 0.95
21 H -0.58 0.47 2.59
22 H -0.52 0.32 0.30
23 H -0.05 3.88 -2.90
24 H 3.02 2.51 -1.99
25 H 4.06 -0.61 -0.20
26 H -2.42 1.26 3.70
27 H 2.40 3.19 2.14
28 H -2.52 1.76 -2.77
29 H 1.12 -1.89 0.71
30 H 5.13 -1.33 0.55
31 H 3.41 -2.48 0.25
32 H -1.81 -4.27 -0.39
33 H -2.17 -0.94 -0.72
34 H 2.24 -1.21 -3.93
35 H -2.80 -3.79 -1.68
36 H 3.04 -1.62 4.20
37 H 0.58 1.60 2.55
38 H 4.52 1.33 1.81
39 H 1.85 -2.34 3.84
40 H 0.84 1.49 -2.86
41 H -0.09 0.84 -1.34
42 H -1.93 0.27 4.50
43 H -4.58 -0.30 -1.86
44 H 0.60 -0.15 -3.28
45 H -3.87 -2.22 0.68
46 H 1.20 -2.00 -4.38
47 H 2.63 2.63 3.56
48 H -4.23 0.52 3.05
49 H -2.93 0.19 0.16
50 H 2.84 -3.74 1.07
51 H -3.71 -0.77 2.28
52 H 3.30 0.73 1.62
53 H -0.18 -2.51 1.31
54 H 2.50 1.41 -2.97
55 H -3.41 2.96 -2.57
56 H 1.41 3.39 -2.56
57 H -0.76 1.85 -0.47
58 H -3.50 -1.03 -2.41

## Properties
Orbital gap = 10.217 eV
Net charge = +1

***

[3]
# C37H30AsBrN4PdS

A molecular structure, C37H30AsBrN4PdS in a non-equilibrium geometry (ωB97M-V/def2-TZVPD, the Open Molecules 2025 dataset).

Positions of all 75 atoms, in Å:
1 Pd 1.17 -1.07 -0.59
2 Br 3.57 2.99 5.18
3 As -0.47 1.50 -0.57
4 S 1.09 -0.74 -5.25
5 N 3.17 -0.50 -0.69
6 N 1.03 -1.05 1.44
7 N -0.37 -2.39 -0.42
8 N 1.21 -1.16 -2.52
9 C 3.46 -2.97 -0.27
10 C -1.35 0.82 2.20
11 C -1.03 -3.07 -1.37
12 C -1.62 0.49 -1.78
13 C -1.59 3.16 -0.67
14 C -3.22 4.70 0.20
15 C 2.72 1.94 2.67
16 C -1.50 3.93 -1.82
17 C 2.19 0.56 4.57
18 C -3.03 -0.86 2.60
19 C 2.14 1.01 1.84
20 C -2.45 3.56 0.34
21 C -1.26 -3.94 1.22
22 C -1.64 0.56 -3.16
23 C -2.41 -0.31 0.35
24 C -3.40 -1.07 -3.22
25 C -1.82 -4.16 -1.09
26 C 1.16 -0.96 -3.68
27 C -0.46 -2.81 0.88
28 C 5.32 0.14 -0.89
29 C -3.17 -1.06 1.24
30 C -2.28 5.07 -1.97
31 C 3.50 1.88 -1.42
32 C 3.97 0.54 -0.99
33 C -1.48 0.62 0.84
34 C 0.24 -2.07 1.83
35 C 1.59 -0.19 2.34
36 C 5.32 -1.20 -0.54
37 C -2.51 -0.36 -1.11
38 C 1.61 -0.38 3.74
39 C -1.93 -4.60 0.24
40 C -3.14 5.45 -0.96
41 C -2.13 0.08 3.08
42 C -3.40 -1.14 -1.84
43 C -2.53 -0.22 -3.88
44 C 2.77 1.70 4.03
45 C 3.97 -1.58 -0.45
46 H -3.87 -1.80 0.88
47 H -3.75 6.33 -1.08
48 H -4.09 -1.68 -3.78
49 H 3.12 2.86 2.27
50 H -0.96 1.22 -3.68
51 H 1.17 -1.25 4.19
52 H -3.89 5.00 0.99
53 H -2.21 5.66 -2.87
54 H 4.35 2.46 -1.76
55 H 6.16 -1.84 -0.38
56 H 2.81 -3.24 -1.11
57 H 2.08 1.18 0.78
58 H -2.35 -4.66 -1.88
59 H 4.30 -3.66 -0.25
60 H -0.82 3.63 -2.61
61 H 2.78 1.79 -2.24
62 H -1.29 -4.26 2.25
63 H 0.08 -2.28 2.88
64 H -2.54 -5.47 0.47
65 H 2.90 -3.08 0.67
66 H -0.65 1.54 2.58
67 H 3.01 2.42 -0.60
68 H -2.04 0.24 4.15
69 H -2.52 2.98 1.25
70 H -0.93 -2.71 -2.38
71 H -2.54 -0.17 -4.96
72 H 2.20 0.41 5.64
73 H 6.17 0.77 -1.07
74 H -4.08 -1.81 -1.33
75 H -3.63 -1.43 3.29

## Properties
Orbital gap (alpha / beta) = 4.119 / 4.120 eV
Net charge = 0